C4H4N2O | ωB97M-V with the def2-TZVPD basis set

Geometry as XYZ:
```
11
Properties=species:S:1:pos:R:3
O -0.1365 -0.7070 1.1199
N 0.4728 0.3874 -1.4183
N -1.3907 1.2000 1.4986
C -0.6656 0.5234 0.7249
C 0.8776 -1.3168 0.4844
C 1.0472 -0.8305 -0.8802
C -0.3188 0.9955 -0.6314
H -0.8023 1.9264 -0.9334
H 1.9900 -1.0796 -1.3680
H -1.5071 0.7181 2.3926
H 0.4414 -1.7845 -1.0413
```

The multiplicity is 1. The calculation puts the largest force on an atom at 0.95 eV/A. The charge is 0. The calculation puts the LUMO energy at -0.195 eV. Its frontier orbital gap is 8.738 eV. For the calculated total energy, the calculation gives -339.4330 hartree. For the energy above the lowest of the compared OMol25 structures with the same formula, charge and spin, the calculation gives 93.27 kcal per mole.

Population analysis type Löwdin, resulting atomic charges in e: -0.0234, 0.0844, 0.1898, -0.3897, -0.0071, -0.2381, -0.0800, 0.1226, 0.1131, 0.0801, 0.1483